# 1
ORCA calculation (wB97M-V/def2-TZVPD) on a molecular structure, C20H43IN3NbO8P.

Geometry as XYZ:
```
77
Properties=species:S:1:pos:R:3:forces:R:3
C 6.57945 -3.88203 -0.77140 0.5 -0.1 0.1
C 6.94838 -3.42019 -2.14867 -0.1 -0.1 -0.2
O 8.02408 -3.53389 -2.65310 0.3 0.1 0.0
O 5.86466 -2.89081 -2.81086 -0.5 -0.1 0.4
C 5.86358 -1.55087 -3.23455 0.1 -0.2 -0.2
O 6.76386 -1.13644 -3.90482 0.3 0.2 0.2
C 4.64019 -0.82287 -2.83397 -0.1 0.0 0.0
Nb 3.29127 -1.02245 -0.94933 -1.4 0.4 0.1
C 2.34089 -2.43924 -2.46656 0.6 -0.4 0.3
C 1.57685 -3.67555 -2.01742 -0.6 0.4 -0.3
C 0.23141 -3.34358 -1.35749 0.0 0.0 -0.1
I 2.73362 -5.03671 -0.80410 0.1 -0.1 0.1
C 2.06628 0.84505 -1.51712 0.4 0.8 0.5
C 1.65262 1.46133 -0.20500 -0.8 0.2 -0.8
C 0.58307 0.79241 0.56200 3.0 -1.4 2.4
O 2.14928 0.84084 0.93648 -0.3 0.0 -0.3
P 5.04574 0.47870 0.15790 0.0 -0.5 -0.2
C 6.74067 0.35271 -0.52915 0.2 0.1 0.1
O 4.74940 2.10669 -0.13969 -0.1 0.1 -0.1
H 7.48336 -4.25237 -0.29316 0.0 -0.1 0.0
H 6.15475 -3.05983 -0.19534 0.0 -0.1 -0.1
H 5.82076 -4.66245 -0.82844 0.0 0.1 0.0
H 3.94973 -1.03653 -3.66182 -0.1 0.2 0.1
H 4.92417 0.23131 -2.92510 -0.1 0.0 -0.1
H 4.52757 -2.21599 -0.36933 0.3 0.8 0.4
H 2.28908 -1.76324 0.39223 0.3 -0.7 -0.4
H 1.61310 -1.80773 -3.00271 0.1 0.1 0.0
H 3.09235 -2.74412 -3.19672 -0.1 -0.1 0.0
H 1.38414 -4.29659 -2.89170 0.1 -0.2 0.1
H -0.02809 -4.01319 -0.54127 0.0 0.0 0.0
H -0.55570 -3.42077 -2.11312 0.0 0.0 0.0
H 0.21773 -2.31707 -0.98779 0.1 -0.1 0.1
H 2.63468 1.60610 -2.06519 -0.1 -0.2 -0.2
H 1.15727 0.61814 -2.08267 0.2 -0.2 -0.2
H 1.61879 2.54397 -0.15237 0.2 0.3 0.1
H 0.51890 -0.28816 0.53899 -0.9 0.1 -0.9
H 0.27656 1.17794 1.52433 -1.1 0.6 -0.6
H 7.33979 1.17247 -0.12418 0.0 0.0 0.0
H 7.20117 -0.57994 -0.19647 -0.1 -0.1 -0.1
H 6.77507 0.41299 -1.61900 0.0 -0.1 0.0
H 4.55713 2.24159 -1.07328 0.0 0.1 -0.1
C -2.74075 -0.29518 0.93307 0.1 0.0 0.1
O -1.92001 -0.55290 0.07410 -0.2 0.0 -0.1
N -4.06658 -0.50486 0.80913 0.0 0.0 0.0
C -5.00162 -0.17171 1.86462 0.1 -0.1 -0.1
C -4.55619 -1.09157 -0.42771 0.1 0.0 0.1
H -2.46220 0.14580 1.90647 0.0 0.0 0.0
H -5.54494 -1.05911 2.19166 0.0 0.0 0.0
H -5.73057 0.55710 1.51337 0.0 0.0 0.1
H -4.45443 0.24405 2.70948 0.0 0.0 0.0
H -4.10022 -2.07017 -0.58288 0.0 0.0 0.0
H -4.28402 -0.46416 -1.27917 0.0 0.0 0.0
H -5.63726 -1.18867 -0.37040 0.0 0.0 0.0
C -0.99873 3.40677 5.43441 0.0 0.0 0.0
O -1.87221 2.63674 5.08218 0.0 0.0 0.0
N 0.02770 3.80734 4.66228 0.1 0.1 -0.1
C 1.03050 4.73539 5.13449 0.0 0.0 0.0
C 0.12898 3.28383 3.30853 -0.1 0.0 0.1
H -0.97812 3.85646 6.44296 0.0 0.0 0.0
H 1.05059 5.63759 4.51921 0.0 0.0 0.0
H 2.02398 4.28364 5.11120 0.0 0.0 0.0
H 0.80197 5.02044 6.16045 0.0 0.0 0.0
H -0.76770 3.53941 2.74263 0.0 0.0 0.0
H 0.21719 2.19921 3.32880 0.0 0.0 0.0
H 1.00292 3.70476 2.81853 0.0 0.0 0.0
C -8.65053 -0.28280 -0.29590 -0.1 -0.1 0.0
O -7.78531 -0.83720 0.35483 -0.1 0.2 0.0
N -8.52181 0.91619 -0.89514 0.0 0.1 0.0
C -9.59776 1.50272 -1.66434 0.0 0.0 0.0
C -7.26902 1.64359 -0.76909 0.0 0.0 0.0
H -9.64388 -0.73549 -0.45747 0.0 0.0 0.0
H -9.29512 1.66517 -2.70074 0.0 0.0 0.0
H -9.90509 2.46149 -1.24142 0.0 0.0 0.0
H -10.45389 0.83076 -1.65582 0.0 0.0 0.0
H -6.43741 1.06447 -1.16993 0.0 0.0 0.0
H -7.05401 1.86299 0.27676 0.0 0.0 0.0
H -7.35201 2.57824 -1.31824 0.0 0.0 0.0
```
Positions in Å, forces in eV/Å.

Results
E_HOMO: -4.12 eV
Total energy: -61222.52187 eV
Molar mass: 704.4 g mol⁻¹
Lowest unoccupied orbital energy: 0.0603 Ha
Kohn-Sham gap: 5.8 eV
Total charge: -1

These are the Mulliken partial charges, in e, on atoms 1 to 4: -0.688, 0.659, -0.551, -0.165

=====

# 2
ORCA calculation (wB97M-V/def2-TZVPD) on a single C4H5Br2N molecule.

Geometry as XYZ:
```
12
Properties=species:S:1:pos:R:3:forces:R:3
H 2.51519 -1.97476 -0.98123 1.6 -2.4 -0.9
N 2.06159 -1.20213 -0.64323 2.3 2.1 -2.3
C 1.11632 -1.38130 0.05549 -3.2 0.4 4.1
Br 0.60073 -3.02999 0.96014 0.0 -0.5 -0.2
C 0.26748 -0.28954 0.52425 -2.4 1.7 -1.1
C -0.25366 0.64767 -0.33126 1.8 -0.9 2.0
C -1.35539 1.52825 0.16450 -1.1 -2.9 -1.3
Br 0.48384 0.91877 -2.04293 -0.6 0.3 -0.1
H -0.31441 -0.25162 1.46905 1.0 -0.8 -0.4
H -2.24781 0.85966 0.14490 0.2 0.6 -0.2
H -1.54140 2.31898 -0.46527 -0.4 1.9 -1.4
H -1.33248 1.85601 1.14560 0.8 0.6 2.0
```
Positions in Å, forces in eV/Å.

Results
E_HOMO: -9.33 eV
Total energy: -145802.53917 eV
Molar mass: 226.9 g mol⁻¹
Lowest unoccupied orbital energy: 0.0128 Ha
Kohn-Sham gap: 9.7 eV
Energy above the lowest of the compared OMol25 structures with the same formula, charge and spin: 0.576 eV
SMILES: [H]/N=C(Br)/C=C(/C)Br

These are the Mulliken partial charges, in e, on atoms 1 to 4: 0.258, -0.460, 0.359, -0.221

=====

# 3
ORCA calculation (wB97M-V/def2-TZVPD) on a molecular structure, C19H22AsCl5InN2OS4.

Geometry as XYZ:
```
55
Properties=species:S:1:pos:R:3:forces:R:3
In -1.20032 1.25829 -0.76508 -0.2 0.0 -0.2
C 1.91241 -2.74216 -0.46149 0.0 0.1 0.0
C 1.81053 -1.51149 0.42148 0.0 -0.1 0.0
C 1.16079 -1.52459 1.66271 -0.1 0.0 0.0
C 0.35661 -2.72083 2.13533 0.1 0.1 0.0
C 1.22705 -0.39054 2.48896 -0.1 0.0 0.1
C 0.51460 -0.36222 3.82563 0.0 0.0 -0.1
C 1.94268 0.73643 2.08622 0.0 0.1 0.1
C 2.04612 1.94784 2.98364 0.1 0.0 0.0
C 2.56290 0.76249 0.83259 0.1 0.0 -0.1
C 3.34110 1.99094 0.41923 0.0 0.0 0.0
C 2.45632 -0.34256 -0.01443 0.1 0.0 -0.1
C 3.04919 -0.30703 -1.40891 0.0 -0.1 0.1
H 1.33422 -2.64328 -1.38838 0.1 0.0 0.1
H 1.58701 -3.64925 0.04027 0.0 0.0 0.0
H 2.95217 -2.90210 -0.76048 0.0 0.0 0.0
H 0.77849 -3.15845 3.04512 0.0 0.0 0.0
H 0.28957 -3.50612 1.39131 0.0 0.0 0.0
H -0.67006 -2.42937 2.36617 0.0 0.0 0.0
H -0.26034 0.40846 3.83020 0.0 0.0 0.0
H 1.20534 -0.12385 4.63783 0.0 0.0 0.0
H 0.03976 -1.30904 4.06879 0.0 0.0 0.0
H 3.00282 1.94946 3.52229 0.0 0.0 0.0
H 1.24925 1.97895 3.72172 0.0 0.0 0.0
H 1.97959 2.87221 2.40968 0.0 0.0 0.0
H 2.68769 2.76821 0.00532 0.0 -0.1 0.0
H 4.11032 1.75616 -0.31537 0.0 0.0 0.0
H 3.84228 2.43973 1.27705 0.0 0.0 0.0
H 3.11572 0.71105 -1.78583 0.0 0.0 0.0
H 2.42712 -0.86367 -2.11156 0.0 0.0 0.1
H 4.05589 -0.74333 -1.44071 -0.1 0.0 0.0
S 1.12571 5.19102 0.16321 0.0 -0.1 0.0
As -0.76590 4.32748 -0.01152 0.1 0.1 0.0
S -0.84915 2.43651 1.28382 0.1 0.0 0.0
S -0.94779 3.27450 -2.05915 0.0 0.0 0.0
S -2.47176 5.48050 0.30020 -0.1 -0.1 0.0
Cl -4.26068 2.14691 -0.35011 0.2 -0.2 -0.1
C -4.12683 0.41922 -0.39854 0.1 0.0 0.0
C -2.88070 -0.16518 -0.64575 0.0 0.0 0.0
C -2.82674 -1.55529 -0.64692 -0.1 0.2 0.0
Cl -1.30698 -2.34737 -0.94568 -0.2 0.0 0.1
C -3.95196 -2.34655 -0.41584 0.1 -0.1 0.0
Cl -3.83099 -4.07089 -0.43133 -0.1 0.1 0.0
C -5.17756 -1.73522 -0.17399 -0.1 0.0 0.0
Cl -6.58083 -2.69702 0.11712 0.1 0.0 0.0
C -5.26814 -0.34577 -0.16467 0.0 0.0 0.0
Cl -6.78129 0.41914 0.14256 0.0 -0.1 0.0
N 0.04122 1.17746 -4.35150 0.0 -0.1 0.1
C -0.34341 0.11250 -3.61057 0.0 0.0 0.1
N -1.03581 -0.88025 -4.22331 0.1 0.1 0.0
O -0.04983 0.01400 -2.40658 0.0 0.1 0.1
H -0.43468 1.37212 -5.21472 0.0 0.0 0.0
H 0.31029 1.98847 -3.80150 0.0 0.0 0.0
H -1.22039 -0.88420 -5.20807 0.0 0.0 0.0
H -1.27260 -1.68242 -3.66647 0.0 0.0 0.0
```
Positions in Å, forces in eV/Å.

Results
E_HOMO: -4.42 eV
Total energy: -197060.13571 eV
Molar mass: 789.7 g mol⁻¹
Lowest unoccupied orbital energy: 0.0685 Ha
Kohn-Sham gap: 6.3 eV
Total charge: -1
Energy above the lowest of the compared OMol25 structures with the same formula, charge and spin: 0.956 eV

These are the Mulliken partial charges, in e, on atoms 1 to 4: 0.578, -2.232, 1.137, 1.436

=====

# 4
ORCA calculation (wB97M-V/def2-TZVPD) on 9 unconnected molecules or ions with the total composition C21H48F9N6O15S3.

Geometry as XYZ:
```
102
Properties=species:S:1:pos:R:3:forces:R:3
C 2.47968 3.74298 8.93289 0.9 -0.9 -2.2
C 1.45250 3.60180 7.87533 0.1 -0.9 -0.4
O 0.30418 3.43626 7.99246 -0.9 0.1 0.0
N 1.92793 3.51276 6.32997 0.2 1.6 0.5
H 1.03539 3.50014 5.80705 -0.1 -0.5 0.0
H 2.32176 4.44023 6.06550 0.0 -0.7 0.2
C 2.86126 2.44475 5.91799 0.5 -1.0 -1.3
H 2.05163 3.68032 9.87809 -1.0 0.4 1.5
H 3.04978 4.62302 8.73292 0.5 0.7 0.3
H 3.14585 2.87968 8.85698 0.2 0.1 -0.2
H 2.89605 2.37583 4.81664 -0.6 0.2 0.4
H 2.58036 1.44818 6.27573 -0.2 0.5 0.2
H 3.89814 2.63819 6.15033 0.0 0.4 0.8
C -3.67155 -3.14958 -1.73582 1.2 0.7 1.1
C -2.22785 -3.46908 -1.35095 0.1 -0.9 -0.5
O -1.60772 -4.50341 -1.33535 -1.2 1.5 0.0
N -1.42775 -2.24002 -1.03489 0.9 0.5 1.2
H -0.43663 -2.55118 -0.90131 -0.4 0.1 0.4
H -1.35039 -1.68447 -1.88219 -0.5 0.5 -0.7
C -1.76026 -1.27830 0.14497 0.8 -0.7 -0.4
H -4.18863 -4.09014 -1.79017 -0.4 -0.2 -0.4
H -3.67868 -2.51041 -2.65969 -0.1 -0.7 0.8
H -4.07229 -2.56301 -0.86727 0.1 -0.4 -0.9
H -1.35349 -1.68551 1.09671 -0.4 0.2 -0.9
H -2.79019 -0.97645 0.19915 -0.6 -0.6 -0.1
H -1.27423 -0.37106 -0.15583 0.7 0.4 0.2
C 1.49797 -3.06703 -4.60511 -1.6 0.1 1.4
C 1.77829 -1.64727 -4.35080 0.6 1.1 -0.2
O 1.81212 -0.75322 -5.13586 -0.5 -0.5 -0.2
N 2.32273 -1.21720 -3.02615 -0.8 -0.2 1.7
H 1.87099 -0.29305 -2.80516 0.7 -0.5 -0.5
H 2.14594 -1.76531 -2.16211 -0.7 -0.4 -0.5
C 3.79869 -1.22993 -3.17408 0.0 -0.7 -1.3
H 2.38526 -3.53714 -4.92037 1.2 -0.6 -0.6
H 0.79758 -2.97360 -5.41590 -0.4 -0.7 -0.4
H 1.10022 -3.65168 -3.73072 0.2 0.8 -0.8
H 4.08564 -0.24897 -3.37580 0.9 1.4 -0.4
H 4.15696 -1.93041 -3.95758 -0.7 0.6 0.2
H 4.20358 -1.61156 -2.30140 0.9 -0.3 1.9
C 3.26908 -5.70973 3.79847 0.2 0.5 -0.1
C 3.57492 -6.16912 2.38942 3.0 -1.3 1.8
O 4.69313 -6.20659 1.90165 -4.1 -0.2 0.4
N 2.32644 -6.82290 1.78091 0.8 2.0 -2.8
H 1.65608 -7.29724 2.35582 0.2 -0.7 0.9
H 1.83182 -5.95261 1.45944 0.0 0.1 0.1
C 2.59069 -7.44848 0.45084 0.3 -0.4 0.3
H 2.32028 -6.09460 4.17462 0.2 -0.1 0.0
H 3.17671 -4.61435 3.80764 0.1 -0.3 0.0
H 4.10894 -5.99087 4.46285 -0.5 0.1 -0.4
H 3.13821 -8.34161 0.60463 -0.2 -1.4 0.2
H 3.32599 -6.89441 -0.07911 0.2 1.2 -0.3
H 1.68654 -7.52041 -0.13574 -0.2 -0.2 0.1
C -4.44028 4.35565 3.22980 -1.2 -1.0 1.6
C -3.79739 4.89537 4.46791 0.6 0.6 -0.7
O -3.79751 4.65776 5.61508 -0.1 0.1 -0.2
N -2.86208 6.02802 3.89160 1.5 1.5 0.1
H -2.22957 5.60834 3.13628 -0.4 0.1 0.9
H -3.47044 6.70557 3.42297 -0.1 -0.3 -0.1
C -2.01769 6.90683 4.89252 -1.6 -2.9 0.2
H -5.20702 5.05294 2.86690 0.4 0.0 0.0
H -4.98172 3.40826 3.49984 0.8 0.7 -0.6
H -3.59444 4.28163 2.56174 -0.3 -0.6 -0.7
H -1.79465 7.84256 4.41703 0.0 0.3 0.0
H -1.13150 6.29016 5.13035 -0.5 0.6 0.0
H -2.73470 6.92578 5.74871 1.1 0.6 -0.4
C -3.69135 2.09920 -9.73074 0.4 -1.5 1.0
C -2.58401 2.70984 -8.95025 -1.6 -1.2 -0.7
O -2.25675 3.81330 -9.07820 1.7 1.3 1.0
N -1.88196 1.69867 -7.93679 0.3 1.6 1.6
H -1.74068 2.19006 -7.00594 0.0 -0.3 -1.2
H -2.49414 0.93090 -7.65282 -0.2 0.0 -0.5
C -0.55216 1.12115 -8.37881 0.5 0.1 0.6
H -4.10786 2.78935 -10.43320 0.3 0.2 -0.8
H -4.52053 1.85628 -9.08086 -0.2 -0.2 0.6
H -3.32142 1.12423 -10.08196 -0.4 0.4 -0.6
H -0.72373 0.74737 -9.41217 0.5 0.0 0.9
H -0.34433 0.36123 -7.57445 0.0 0.4 -1.3
H 0.27622 1.89347 -8.32222 -1.3 -0.8 -0.3
C 3.52866 -2.87670 1.01282 -0.8 -1.2 -1.4
F 4.08815 -3.61553 1.98849 0.0 1.2 -0.8
F 3.67759 -1.60259 1.15862 0.3 1.5 1.4
F 4.08431 -3.13519 -0.19333 0.9 -0.7 0.2
S 1.77448 -3.34102 0.73838 1.4 -0.1 0.2
O 1.41719 -2.44008 -0.33685 -0.8 0.8 -1.0
O 1.95637 -4.70076 0.25505 -0.7 -0.4 0.4
O 1.10484 -3.13796 1.98321 -0.5 -0.3 0.3
C -0.97986 1.81355 2.90088 0.6 0.8 -0.4
F -0.29300 1.59916 1.75894 -0.7 -0.6 -0.1
F -2.30610 1.71601 2.68333 0.6 0.5 -0.2
F -0.69052 0.83195 3.74884 0.4 0.4 0.2
S -0.33999 3.56276 3.39265 -1.8 -0.5 -0.7
O 1.10366 3.37389 3.35969 -1.0 0.6 -0.3
O -1.03320 4.45707 2.39729 1.6 -1.4 1.4
O -0.89112 3.73029 4.73053 0.4 0.4 0.3
C -2.66099 1.11309 -3.63960 -1.3 2.6 1.7
F -3.59137 1.04089 -4.60568 0.7 0.0 0.1
F -2.30272 2.45147 -3.47837 -0.3 -1.8 -0.6
F -3.27280 0.78729 -2.48547 0.2 -0.3 -0.1
S -1.22455 0.10401 -3.95512 -1.4 -1.7 0.6
O -0.32403 0.25020 -2.84072 0.6 0.0 0.8
O -1.81125 -1.23645 -4.01347 0.5 0.3 0.1
O -0.83173 0.69845 -5.17207 1.0 0.6 -2.4
```
Positions in Å, forces in eV/Å.

Results
E_HOMO: -16.04 eV
Total energy: -119147.26668 eV
Molar mass: 891.8 g mol⁻¹
Lowest unoccupied orbital energy: -0.2018 Ha
Kohn-Sham gap: 10.6 eV
Total charge: +3

These are the Mulliken partial charges, in e, on atoms 1 to 4: -1.182, 0.681, -0.342, 0.204

=====

Question: The highest molar mass belongs to which entry?
Answer: C21H48F9N6O15S3

=====

Question: The highest lowest unoccupied orbital energy belongs to which entry?
Answer: C19H22AsCl5InN2OS4